{
  "formula": "C45H125N11O12",
  "method": "wB97M-V/def2-TZVPD",
  "species": ["C", "O", "H", "H", "H", "H", "C", "C", "C", "O", "C", "N", "H", "H", "H", "H", "H", "H", "H", "H", "H", "H", "H", "C", "C", "C", "O", "C", "N", "H", "H", "H", "H", "H", "H", "H", "H", "H", "H", "H", "C", "C", "C", "O", "C", "N", "H", "H", "H", "H", "H", "H", "H", "H", "H", "H", "H", "C", "C", "C", "O", "C", "N", "H", "H", "H", "H", "H", "H", "H", "H", "H", "H", "H", "C", "C", "C", "O", "C", "N", "H", "H", "H", "H", "H", "H", "H", "H", "H", "H", "H", "C", "C", "C", "O", "C", "N", "H", "H", "H", "H", "H", "H", "H", "H", "H", "H", "H", "C", "C", "C", "O", "C", "N", "H", "H", "H", "H", "H", "H", "H", "H", "H", "H", "H", "C", "C", "C", "O", "C", "N", "H", "H", "H", "H", "H", "H", "H", "H", "H", "H", "H", "C", "C", "C", "O", "C", "N", "H", "H", "H", "H", "H", "H", "H", "H", "H", "H", "H", "C", "C", "C", "O", "C", "N", "H", "H", "H", "H", "H", "H", "H", "H", "H", "H", "H", "C", "C", "C", "O", "C", "N", "H", "H", "H", "H", "H", "H", "H", "H", "H", "H", "H"],
  "positions_angstrom": [[19.114, 33.719, 9.723], [17.795, 33.847, 10.300], [19.085, 33.986, 8.666], [19.742, 34.505, 10.144], [19.638, 32.775, 9.869], [17.825, 33.726, 11.251], [14.047, 28.003, 8.631], [14.237, 27.104, 9.871], [13.014, 26.198, 10.051], [11.873, 26.963, 10.398], [10.611, 26.265, 10.474], [15.501, 26.344, 9.785], [13.973, 27.332, 7.776], [14.937, 28.624, 8.532], [13.114, 28.567, 8.656], [14.337, 27.744, 10.747], [13.192, 25.480, 10.852], [12.896, 25.560, 9.175], [10.378, 25.851, 9.493], [9.863, 26.972, 10.831], [10.591, 25.367, 11.091], [16.234, 27.021, 9.942], [15.554, 25.750, 10.600], [17.293, 32.769, 6.241], [16.564, 31.442, 5.984], [17.311, 30.153, 6.390], [16.489, 29.020, 6.076], [17.108, 27.725, 6.243], [15.248, 31.438, 6.597], [16.658, 33.636, 6.054], [18.178, 32.911, 5.620], [17.608, 32.839, 7.282], [16.287, 31.316, 4.937], [17.626, 30.239, 7.430], [18.246, 30.116, 5.831], [17.076, 27.370, 7.274], [18.166, 27.774, 5.988], [16.623, 26.959, 5.637], [14.658, 32.133, 6.164], [14.792, 30.538, 6.554], [12.698, 36.496, 7.845], [12.338, 35.271, 7.106], [11.369, 35.471, 5.985], [10.800, 34.207, 5.648], [9.910, 34.262, 4.544], [13.578, 34.686, 6.696], [13.065, 37.240, 7.138], [13.442, 36.356, 8.629], [11.799, 36.940, 8.273], [11.883, 34.609, 7.843], [11.802, 35.979, 5.123], [10.530, 36.098, 6.287], [10.399, 34.643, 3.647], [9.021, 34.861, 4.741], [9.627, 33.222, 4.383], [13.421, 33.840, 6.168], [14.109, 34.444, 7.521], [11.560, 42.217, 9.904], [10.282, 41.435, 10.461], [10.713, 40.242, 11.376], [11.363, 39.245, 10.633], [11.726, 38.134, 11.377], [9.241, 42.180, 11.202], [11.944, 43.014, 10.541], [11.365, 42.719, 8.956], [12.421, 41.597, 9.656], [9.832, 40.965, 9.586], [9.915, 39.761, 11.941], [11.458, 40.562, 12.105], [12.122, 37.442, 10.634], [10.898, 37.668, 11.911], [12.476, 38.382, 12.128], [8.523, 41.489, 11.370], [8.772, 42.724, 10.493], [5.845, 27.129, 15.926], [5.768, 27.802, 14.529], [7.168, 27.877, 13.914], [8.000, 28.960, 14.412], [9.347, 28.809, 14.048], [4.834, 27.051, 13.758], [4.993, 27.281, 16.590], [6.727, 27.403, 16.505], [5.898, 26.057, 15.734], [5.352, 28.803, 14.646], [7.108, 28.088, 12.846], [7.563, 26.869, 14.040], [9.934, 29.628, 14.463], [9.392, 28.782, 12.959], [9.733, 27.869, 14.444], [3.981, 27.049, 14.299], [4.508, 27.447, 12.888], [14.117, 34.211, 10.994], [14.518, 32.936, 10.119], [13.283, 32.121, 9.680], [12.459, 31.883, 10.848], [11.461, 30.849, 10.587], [15.280, 33.353, 8.961], [13.480, 33.847, 11.800], [13.473, 34.835, 10.375], [14.925, 34.842, 11.363], [15.102, 32.324, 10.807], [13.754, 31.189, 9.366], [12.824, 32.547, 8.788], [11.917, 29.859, 10.620], [10.894, 30.970, 9.664], [10.742, 30.734, 11.398], [16.167, 33.595, 9.379], [15.472, 32.562, 8.364], [17.376, 35.884, 13.122], [18.074, 34.678, 13.722], [17.855, 34.656, 15.302], [18.484, 33.458, 15.760], [18.127, 33.213, 17.117], [17.620, 33.522, 12.998], [16.292, 35.787, 13.178], [17.714, 36.066, 12.102], [17.799, 36.811, 13.509], [19.122, 34.724, 13.427], [16.789, 34.651, 15.531], [18.281, 35.538, 15.780], [17.098, 32.865, 17.204], [18.281, 34.104, 17.727], [18.667, 32.359, 17.525], [16.661, 33.346, 13.262], [18.101, 32.702, 13.339], [8.446, 35.150, 11.682], [9.509, 34.158, 11.026], [10.052, 34.629, 9.662], [9.080, 34.685, 8.585], [8.642, 33.360, 8.197], [10.511, 34.063, 12.063], [8.262, 34.778, 12.690], [7.528, 35.097, 11.097], [8.809, 36.177, 11.705], [9.014, 33.192, 10.930], [10.832, 33.920, 9.383], [10.509, 35.617, 9.724], [8.278, 32.753, 9.026], [9.473, 32.822, 7.741], [7.888, 33.392, 7.411], [10.770, 35.015, 12.280], [11.348, 33.635, 11.694], [14.093, 31.716, 14.916], [14.810, 30.583, 14.254], [14.059, 29.201, 14.459], [14.644, 28.181, 13.646], [13.851, 26.961, 13.420], [15.149, 30.939, 12.940], [14.283, 31.593, 15.982], [13.028, 31.571, 14.734], [14.429, 32.705, 14.604], [15.687, 30.368, 14.864], [12.989, 29.264, 14.261], [14.124, 28.861, 15.492], [13.754, 26.241, 14.232], [14.492, 26.448, 12.702], [12.871, 27.182, 12.996], [14.305, 31.180, 12.441], [15.240, 29.995, 12.593], [18.095, 38.496, 8.133], [17.569, 37.451, 9.100], [16.168, 37.675, 9.731], [16.229, 38.880, 10.515], [15.111, 39.046, 11.422], [17.520, 36.249, 8.336], [17.386, 38.793, 7.360], [19.037, 38.175, 7.687], [18.364, 39.446, 8.596], [18.300, 37.437, 9.908], [15.866, 36.847, 10.373], [15.303, 37.644, 9.069], [15.378, 39.664, 12.280], [14.786, 38.170, 11.983], [14.250, 39.423, 10.870], [17.589, 35.432, 8.925], [16.611, 36.084, 7.928], [9.676, 37.873, 15.501], [9.697, 36.367, 15.250], [11.154, 35.764, 15.159], [11.859, 36.326, 14.013], [13.202, 35.946, 14.160], [8.922, 35.805, 16.267], [8.628, 38.170, 15.549], [10.215, 38.409, 14.720], [10.105, 38.061, 16.486], [9.130, 36.195, 14.335], [11.072, 34.681, 15.071], [11.702, 36.006, 16.069], [13.576, 36.093, 15.174], [13.815, 36.613, 13.554], [13.295, 34.889, 13.912], [7.932, 35.945, 16.128], [8.982, 34.824, 16.032]],
  "e_tot_ha": -3294.09740,
  "total_charge": 1,
  "gap_ev": [9.09, 3.42],
  "largest_force_ev_per_a": 3.20,
  "multiplicity": 2
}